--- A ---
Here is the molecule C4H7NO from OMol25. Energies are from ωB97M-V/def2-TZVPD.

Properties
Total charge: 0
Structure (SMILES): C[C@H]1CN=CO1
2S+1: 1
HOMO-LUMO gap (eV): 11.04

XYZ file:
```
13
C4H7NO (ωB97M-V/def2-TZVPD)
C -0.8898 -0.9173 0.5170
C -0.4083 0.5582 0.4627
C 1.1038 0.7964 0.3381
N 1.4053 0.0602 -0.8954
C 0.3312 -0.0738 -1.5099
O -0.8133 0.9270 -0.8509
H -1.4737 -1.0858 -0.4027
H -0.1066 -1.6803 0.5640
H -1.5855 -1.0481 1.3349
H -0.7813 1.1190 1.3387
H 1.3387 1.8665 0.2092
H 1.7060 0.3763 1.1423
H 0.1734 -0.8983 -2.2480
```

Here are the Mulliken charges for atoms 1 to 4, given in e:
1 C -1.235
2 C 0.338
3 C -0.630
4 N -0.347

---

--- B ---
Here is the molecule C4H7NO from OMol25. Energies are from ωB97M-V/def2-TZVPD.

Properties
Total charge: 0
Structure (SMILES): C1=NCCCO1
2S+1: 1
HOMO-LUMO gap (eV): 10.55

XYZ file:
```
13
C4H7NO (ωB97M-V/def2-TZVPD)
C -1.1265 -1.1322 0.6558
N -1.6805 -0.1498 0.0893
C -0.8347 0.7838 -0.6352
C 0.6326 0.8205 -0.1898
C 1.1643 -0.5457 0.2521
O 0.1789 -1.4586 0.7428
H -1.7195 -1.8877 1.1706
H -1.2655 1.7844 -0.5214
H -0.9140 0.5360 -1.7009
H 0.7435 1.5375 0.6295
H 1.2614 1.1837 -1.0105
H 1.6897 -1.0582 -0.5589
H 1.8704 -0.4137 1.0766
```

Here are the Mulliken charges for atoms 1 to 4, given in e:
1 C 0.100
2 N -0.515
3 C -0.487
4 C -0.480

---

What should be chosen as the least stable of them? Choose A.

---

--- A ---
Here is a structure of composition C4H7NO from OMol25. Energies are from ωB97M-V/def2-TZVPD.

Properties
Total charge: 0
2S+1: 1
HOMO-LUMO gap (eV): 10.39

XYZ file:
```
13
C4H7NO (ωB97M-V/def2-TZVPD)
O 0.3917 1.8363 0.6317
C 0.1605 0.5358 0.2221
C -0.4211 0.1625 -1.1166
N -0.1466 -1.2072 -0.4678
C 1.1740 -0.5960 -0.0209
C -0.7200 -0.6012 0.8004
H -0.4784 2.2533 0.7038
H -1.4726 0.4310 -1.2735
H 0.1915 0.4324 -1.9833
H 1.6203 -1.0839 0.8549
H 1.8971 -0.5277 -0.8391
H -1.8128 -0.5280 0.7690
H -0.3879 -1.0888 1.7259
```

Here are the Mulliken charges for atoms 1 to 4, given in e:
1 O -0.559
2 C 0.256
3 C -0.315
4 N -0.462

---

--- B ---
Here is a structure of composition C4H7NO from OMol25. Energies are from ωB97M-V/def2-TZVPD.

Properties
Total charge: 0
2S+1: 1
HOMO-LUMO gap (eV): 8.67

XYZ file:
```
13
C4H7NO (ωB97M-V/def2-TZVPD)
C 1.7366 0.0903 0.4912
C 0.6926 0.1461 -0.5624
C -1.1071 -1.0273 -0.1228
N -1.5532 0.3184 -0.2474
C -0.4209 1.0922 -0.4147
O -0.3293 2.3038 -0.4830
H 2.1933 1.0900 0.4168
H 1.3791 -0.0010 1.5274
H 2.5222 -0.6443 0.2946
H -0.0397 -1.0209 -0.7317
H -0.9415 -1.3697 0.9026
H -1.6759 -1.7580 -0.7058
H -2.4717 0.5965 -0.5599
```

Here are the Mulliken charges for atoms 1 to 4, given in e:
1 C -1.004
2 C -0.044
3 C -0.609
4 N -0.117

---

What should be chosen as the least stable of them? Choose B.

---

--- A ---
Here is the molecule C4H7NO from OMol25. Energies are from ωB97M-V/def2-TZVPD.

Properties
Total charge: 0
2S+1: 1
HOMO-LUMO gap (eV): 8.71

XYZ file:
```
13
C4H7NO (ωB97M-V/def2-TZVPD)
C -0.0792 -2.2176 -0.3731
C -0.3600 0.0901 0.0926
C 0.2420 1.1348 1.0188
N 0.2295 -1.2586 0.4323
C -0.0109 0.3595 -1.3708
O -0.7767 0.1834 -2.2834
H 1.1935 -1.1767 0.7505
H -1.1251 -2.1782 -0.7203
H -1.4443 0.0075 0.2060
H 0.9660 0.8672 -1.5120
H -0.2121 2.1121 0.8273
H 1.3226 1.2086 0.8697
H 0.0546 0.8679 2.0623
```

Here are the Mulliken charges for atoms 1 to 4, given in e:
1 C -0.385
2 C 0.312
3 C -1.494
4 N -0.163

---

--- B ---
Here is the molecule C4H7NO from OMol25. Energies are from ωB97M-V/def2-TZVPD.

Properties
Total charge: 0
Structure (SMILES): O=C[C@@H]1CCN1
2S+1: 1
HOMO-LUMO gap (eV): 10.04

XYZ file:
```
13
C4H7NO (ωB97M-V/def2-TZVPD)
O 2.8375 -0.2322 -0.0195
C 1.5603 0.0315 0.2413
C 0.4910 0.0036 -0.6903
C -0.5738 0.8826 -0.2437
C -1.3656 -0.2812 0.3582
N -0.4207 -1.2364 -0.4252
H 1.1746 0.3525 1.4714
H 0.9575 -0.0474 -1.7326
H -0.9887 1.4327 -1.1145
H -0.1429 1.6759 0.3969
H -1.2411 -0.2836 1.4832
H -2.4481 -0.4142 -0.0187
H 0.1598 -1.8837 0.2934
```

Here are the Mulliken charges for atoms 1 to 4, given in e:
1 O -0.514
2 C -0.243
3 C 0.608
4 C -0.847

---

What should be chosen as the least stable of them? Choose B.

---

--- A ---
Here is the ion C5H14N2 with charge +2 from OMol25. Energies are from ωB97M-V/def2-TZVPD.

Properties
Total charge: +2
Structure (SMILES): C=[NH+]CC[C@@H](C)[NH3+]
2S+1: 1
HOMO-LUMO gap (eV): 12.01

XYZ file:
```
21
C5H14N2 (ωB97M-V/def2-TZVPD)
C 2.5909 -2.1500 -0.0692
N 1.3967 -1.7263 0.1663
C 1.2213 -0.3296 0.6707
C 0.4830 0.5944 -0.3066
C -1.0408 0.4108 -0.1985
C -1.6839 0.8862 1.1005
N -1.7593 1.2474 -1.2965
H 2.6396 -3.1348 -0.5274
H 3.4901 -1.5740 0.0966
H 0.7490 -2.4760 -0.0616
H 2.2387 0.0343 0.8099
H 0.7623 -0.3265 1.6563
H 0.7467 0.3503 -1.3416
H 0.7148 1.6184 -0.0352
H -1.2564 -0.6210 -0.4895
H -1.3623 0.2319 1.9189
H -2.7636 0.7138 1.1232
H -1.5138 1.9297 1.3744
H -1.5377 2.2280 -1.1019
H -1.3476 1.0008 -2.1976
H -2.7679 1.0924 -1.2914
```

Here are the Mulliken charges for atoms 1 to 4, given in e:
1 C -0.102
2 N 0.007
3 C -0.659
4 C -0.588

---

--- B ---
Here is the ion C5H14N2 with charge +2 from OMol25. Energies are from ωB97M-V/def2-TZVPD.

Properties
Total charge: +2
Structure (SMILES): C=C([NH3+])C[C@H](C)[NH3+]
2S+1: 1
HOMO-LUMO gap (eV): 11.98

XYZ file:
```
21
C5H14N2 (ωB97M-V/def2-TZVPD)
C -1.2514 -1.7791 0.6342
C -0.0138 -1.4680 0.3482
N 1.1020 -2.3667 0.8087
C 0.5169 -0.2980 -0.4545
C -0.1424 1.0495 -0.0404
C -1.4139 1.5430 -0.7052
N 0.9127 2.1571 -0.4432
H -1.5969 -2.6331 1.2005
H -2.0337 -1.0846 0.3451
H 1.2514 -3.1597 0.1844
H 1.9671 -1.9037 1.0942
H 0.8734 -2.8308 1.6966
H 1.6063 -0.2080 -0.3410
H 0.4841 -0.3506 -1.5548
H -0.1845 1.0448 1.0530
H -2.0200 0.6706 -0.9565
H -1.2910 2.2839 -1.4803
H -2.1328 1.9628 0.0093
H 1.8537 1.9870 -0.0819
H 0.8787 2.4140 -1.4337
H 0.6341 2.9696 0.1172
```

Here are the Mulliken charges for atoms 1 to 4, given in e:
1 C -0.853
2 C 0.549
3 N -0.290
4 C -0.872

---

What should be chosen as the least stable of them? Choose B.

---

--- A ---
Here is a cluster of 2 separate species, C5H16N4 in total from OMol25. Energies are from ωB97M-V/def2-TZVPD.

Properties
Total charge: 0
Structure (SMILES): C=C(N)NC.CC(N)N
2S+1: 1
HOMO-LUMO gap (eV): 8.82

XYZ file:
```
25
C5H16N4 (ωB97M-V/def2-TZVPD)
C 1.5836 0.9063 1.3602
C 1.7016 0.7973 0.0280
N 1.5514 1.8836 -0.8351
N 1.9272 -0.4022 -0.6429
C 2.0770 -1.6663 0.0378
H 1.8015 0.0949 2.0275
H 1.2823 1.8395 1.8039
H 1.0409 1.6887 -1.6868
H 1.2044 2.7189 -0.3881
H 1.8335 -0.3993 -1.6479
H 1.1119 -2.0233 0.4177
H 2.4866 -2.3949 -0.6596
H 2.7685 -1.5729 0.8743
C -2.6548 -0.7381 -0.9771
C -1.4616 -0.1394 -0.2451
N -1.6756 1.2980 -0.1044
N -1.2565 -0.8605 1.0026
H -2.8221 -0.2167 -1.9159
H -2.4917 -1.7973 -1.1562
H -3.5568 -0.6290 -0.3717
H -0.4884 -0.3109 -0.8549
H -2.5399 1.4823 0.3994
H -0.9259 1.7022 0.4484
H -2.0644 -0.7719 1.6135
H -0.4328 -0.4890 1.4724
```

Here are the Mulliken charges for atoms 1 to 4, given in e:
1 C -1.360
2 C 0.632
3 N -0.528
4 N -0.197

---

--- B ---
Here is a cluster of 2 separate species, C5H16N4 in total from OMol25. Energies are from ωB97M-V/def2-TZVPD.

Properties
Total charge: 0
2S+1: 1
HOMO-LUMO gap (eV): 6.70

XYZ file:
```
25
C5H16N4 (ωB97M-V/def2-TZVPD)
C -1.2760 0.3721 -0.1544
C -1.3042 1.7898 -0.7218
C -1.7188 -0.6134 -1.2238
N -2.2031 0.2393 0.9855
H 0.7746 0.2840 -0.5446
H -1.9481 0.8906 1.7208
H -3.1659 0.4694 0.7173
H -2.3130 2.0664 -1.0790
H -1.7294 -1.6335 -0.8329
H -1.0206 2.5309 0.0306
H -0.6345 1.9020 -1.5799
H -1.0473 -0.5909 -2.0863
H -2.7358 -0.3956 -1.5961
C 1.6456 -1.1402 0.5933
N 2.3956 -2.2031 0.2105
N 0.5475 -1.2415 1.2983
N 1.8339 1.2793 0.9049
C 1.8225 0.1807 -0.0501
H -0.3081 -0.5372 0.8171
H 3.1245 -2.0670 -0.4688
H 2.0593 -3.1454 0.3379
H 0.2689 -2.1462 1.6538
H 2.7416 1.3933 1.3421
H 1.5291 2.1489 0.4839
H 2.6615 0.1674 -0.7583
```

Here are the Mulliken charges for atoms 1 to 4, given in e:
1 C 0.583
2 C -1.841
3 C -1.282
4 N -0.748

---

What should be chosen as the least stable of them? Choose B.

---

--- A ---
Here is a cluster of 2 separate species, C4H6O2 in total from OMol25. Energies are from ωB97M-V/def2-TZVPD.

Properties
Total charge: 0
Structure (SMILES): C=C=CO.C=O
2S+1: 1
HOMO-LUMO gap (eV): 9.96

XYZ file:
```
12
C4H6O2 (ωB97M-V/def2-TZVPD)
C 1.4925 -1.0880 -0.0769
C 1.1425 0.1195 0.2703
C 0.2908 1.1141 0.4578
O -0.4608 1.3073 1.5837
H 0.6423 -1.6204 -0.5321
H 2.4588 -1.5809 -0.0036
H 0.1761 1.9379 -0.2417
H -0.3899 0.5024 2.1171
C -1.3356 -0.2010 -0.8553
O -1.1011 -1.3904 -0.9050
H -1.9371 0.2405 -0.0427
H -1.0654 0.4858 -1.6789
```

Here are the Mulliken charges for atoms 1 to 4, given in e:
1 C -0.616
2 C 0.019
3 C -0.293
4 O -0.473

---

--- B ---
Here is the molecule C4H6O2 from OMol25. Energies are from ωB97M-V/def2-TZVPD.

Properties
Total charge: 0
2S+1: 1
HOMO-LUMO gap (eV): 8.62

XYZ file:
```
12
C4H6O2 (ωB97M-V/def2-TZVPD)
C 1.6033 0.7111 -0.9285
C 0.6763 -0.2203 0.7251
O 0.7770 1.0097 0.2346
C -0.7637 -0.5091 1.0399
C -1.6453 -0.5340 -0.2095
O -2.1095 -1.5461 -0.6701
H 1.1527 -0.1066 -1.5125
H 2.6079 0.4074 -0.6288
H 1.5517 1.6257 -1.5015
H -0.7921 -1.4979 1.4890
H -1.1518 0.2755 1.6998
H -1.8620 0.4506 -0.6723
```

Here are the Mulliken charges for atoms 1 to 4, given in e:
1 C -0.553
2 C -0.399
3 O -0.160
4 C -0.232

---

--- C ---
Here is a cluster of 2 separate species, C4H6O2 in total from OMol25. Energies are from ωB97M-V/def2-TZVPD.

Properties
Total charge: 0
Structure (SMILES): C=C=O.CC=O
2S+1: 1
HOMO-LUMO gap (eV): 9.85

XYZ file:
```
12
C4H6O2 (ωB97M-V/def2-TZVPD)
C 1.9094 -0.6619 -1.1941
C 1.8922 -0.0553 -0.0275
O 1.9596 0.4074 1.0441
H 1.1678 -0.4536 -1.9516
H 2.7390 -1.3299 -1.3789
C -1.4171 -0.0005 1.0793
C -1.2962 0.6554 -0.2663
O -0.2735 1.0629 -0.7675
H -2.1118 -0.8455 1.0283
H -0.4538 -0.3151 1.4871
H -1.8620 0.7416 1.7539
H -2.2536 0.7945 -0.8066
```

Here are the Mulliken charges for atoms 1 to 4, given in e:
1 C -0.935
2 C 0.798
3 O -0.398
4 H 0.274

---

--- D ---
Here is the molecule C4H6O2 from OMol25. Energies are from ωB97M-V/def2-TZVPD.

Properties
Total charge: 0
Structure (SMILES): O[C@H]1C[C@H]2O[C@@H]12
2S+1: 1
HOMO-LUMO gap (eV): 10.66

XYZ file:
```
12
C4H6O2 (ωB97M-V/def2-TZVPD)
O 1.6550 -0.8967 -0.8949
C 0.4161 -0.5458 -0.3794
C 0.2663 -0.2168 1.1080
C -0.9238 0.6629 0.6512
O -0.4327 1.8445 0.1175
C -0.5117 0.5733 -0.7503
H 1.6822 -0.6987 -1.8399
H -0.4399 -1.2396 -0.6385
H 0.0916 -1.0699 1.7646
H 1.0781 0.4116 1.4898
H -1.9218 0.5926 1.0577
H -0.9497 0.6222 -1.7467
```

Here are the Mulliken charges for atoms 1 to 4, given in e:
1 O -0.525
2 C 0.266
3 C -0.745
4 C 0.071

---

What should be chosen as the least stable of them? Choose B.